No. 1
A 2-piece molecular cluster, C5H14NO2 overall. Source: OMol25; level of theory: wB97M-V/def2-TZVPD.

Atoms and positions in Å:
C -0.7701 -2.0215 -1.2419
C 0.1058 -0.7714 -1.4033
N -0.3799 0.3043 -0.5113
C -1.6148 0.9012 -0.8859
C 0.5609 1.2652 0.0541
C 0.2278 1.4171 1.5561
O 1.1733 0.8319 2.3351
H -0.7522 -2.6405 -2.1559
H -1.7406 -1.6343 -0.8839
H -0.3460 -2.5908 -0.3823
H 1.0790 -1.0255 -0.9793
H 0.1624 -0.4313 -2.4275
H -1.6149 1.4787 -1.8480
H -2.1150 1.4504 -0.0922
H -2.4243 0.1680 -1.0971
H 1.5899 0.8859 -0.0554
H 0.6538 2.2136 -0.5036
H -0.7940 0.9939 1.6256
H 0.1815 2.5308 1.9018
H 1.7909 -0.4981 2.1082
H 2.6919 -1.4496 2.8924
O 2.3345 -1.3778 1.9944

Results
- Energy above the lowest of the compared OMol25 structures with the same formula, charge and spin: 30.3 kcal per mole
- Total charge: -1

=====

No. 2
A 2-piece molecular cluster, CH3N2S overall. Source: OMol25; level of theory: wB97M-V/def2-TZVPD.

Atoms and positions in Å:
C -1.9672 0.2498 -0.1209
N -0.8168 0.6336 -0.0671
N 1.4287 -0.1954 0.0011
S -3.5121 0.1056 0.0234
H 1.6838 0.1929 0.9582
H 1.9275 0.2117 -0.8188
H 1.2560 -1.1981 0.0241

Results
- Energy above the lowest of the compared OMol25 structures with the same formula, charge and spin: 61.9 kcal per mole
- Total charge: +1

=====

No. 3
CH4Br2Si as an isolated structure. Source: OMol25; level of theory: wB97M-V/def2-TZVPD.

Atoms and positions in Å:
C 1.0777 0.3623 -0.4098
Si -0.6937 0.0573 0.2188
Br 1.5034 -1.1624 -1.5423
Br -1.2727 1.5862 1.8183
H 1.8528 0.2145 0.3048
H 1.0742 1.3838 -0.9110
H -0.6579 -0.9767 1.1107
H -1.9491 0.2810 -1.2620

Results
- Energy above the lowest of the compared OMol25 structures with the same formula, charge and spin: 54.7 kcal per mole
- Total charge: 0

=====

No. 4
C62H50AsNO5P2RuSi as an isolated structure. Source: OMol25; level of theory: wB97M-V/def2-TZVPD.

Atoms and positions in Å:
Ru 0.4251 -0.2791 -0.2206
C 2.8598 -1.2507 2.9466
Si 2.3622 -0.1953 1.4202
C 3.7328 -0.3580 0.0794
C 4.9812 0.2226 0.2602
C 5.9582 0.1170 -0.7190
C 5.6913 -0.5555 -1.9021
C 4.4570 -1.1519 -2.0935
C 3.4828 -1.0634 -1.1052
P 1.8945 -1.9566 -1.2446
C 1.7613 -2.3338 -3.0050
C 1.6820 -3.6362 -3.4911
C 1.5088 -3.8430 -4.8467
C 1.3662 -2.7634 -5.7030
C 1.4030 -1.4650 -5.2133
C 1.6086 -1.2445 -3.8677
C 2.3273 -3.5159 -0.4198
C 1.4350 -4.0665 0.4921
C 1.7229 -5.2747 1.0996
C 2.9142 -5.9224 0.8107
C 3.8177 -5.3610 -0.0794
C 3.5268 -4.1623 -0.7013
C 1.9425 1.6183 1.8291
C 2.0628 2.0657 3.1460
C 1.7644 3.3682 3.4914
C 1.3255 4.2655 2.5271
C 1.1801 3.8416 1.2178
C 1.4598 2.5270 0.8664
P 1.2349 1.9921 -0.8734
C 2.3892 3.1766 -1.6568
C 1.9613 4.4519 -2.0193
C 2.8826 5.3888 -2.4457
C 4.2285 5.0682 -2.5102
C 4.6522 3.7929 -2.1745
C 3.7355 2.8452 -1.7572
C -0.3646 2.6333 -1.4431
C -1.4218 2.9773 -0.6086
C -2.6116 3.4150 -1.1692
C -2.7686 3.4553 -2.5451
C -1.7324 3.0623 -3.3809
C -0.5292 2.6664 -2.8329
H 3.7820 -0.8738 3.3766
H 3.0233 -2.2858 2.6619
H 2.0891 -1.2281 3.7108
H 5.1840 0.7721 1.1681
H 6.9222 0.5776 -0.5662
H 6.4439 -0.6233 -2.6737
H 4.2429 -1.6731 -3.0167
H 1.7734 -4.4733 -2.8122
H 1.4798 -4.8503 -5.2329
H 1.2192 -2.9328 -6.7570
H 1.2626 -0.6316 -5.8839
H 1.6471 -0.2392 -3.4607
H 0.5211 -3.5306 0.7153
H 1.0191 -5.7087 1.7941
H 3.1432 -6.8642 1.2821
H 4.7521 -5.8580 -0.2920
H 4.2227 -3.7177 -1.3976
H 2.4143 1.3824 3.9043
H 1.8871 3.6890 4.5150
H 1.0887 5.2857 2.7882
H 0.8406 4.5388 0.4639
H 0.9146 4.7161 -1.9703
H 2.5455 6.3769 -2.7204
H 4.9438 5.8103 -2.8274
H 5.6995 3.5367 -2.2327
H 4.0626 1.8482 -1.5026
H -1.3051 2.9262 0.4691
H -3.4230 3.7278 -0.5305
H -3.6994 3.7979 -2.9694
H -1.8655 3.0682 -4.4536
H 0.2986 2.3788 -3.4677
O -0.7034 -0.0583 1.8256
As -1.9223 -0.4153 2.8653
C -2.2650 -2.3167 3.0440
C -1.9263 -3.1518 1.9911
C -2.1694 -4.5118 2.0836
C -2.7583 -5.0300 3.2266
C -3.1185 -4.1910 4.2703
C -2.8748 -2.8318 4.1819
C -1.2605 0.2508 4.5630
C -0.6522 -0.5877 5.4873
C -0.0636 -0.0423 6.6148
C -0.0434 1.3314 6.7939
C -0.6048 2.1701 5.8443
C -1.2219 1.6294 4.7311
C -3.6016 0.4574 2.4309
C -4.6286 0.5056 3.3672
C -5.8461 1.0578 3.0109
C -6.0319 1.5688 1.7352
C -5.0060 1.5220 0.8065
C -3.7898 0.9574 1.1523
H -1.4873 -2.7077 1.1012
H -1.9060 -5.1606 1.2611
H -2.9440 -6.0903 3.3077
H -3.5913 -4.5899 5.1558
H -3.1536 -2.1686 4.9936
H -0.6522 -1.6618 5.3260
H 0.3882 -0.6902 7.3500
H 0.4195 1.7453 7.6764
H -0.5610 3.2420 5.9649
H -1.6836 2.2649 3.9793
H -4.4739 0.1113 4.3661
H -6.6538 1.0831 3.7266
H -6.9849 1.9984 1.4670
H -5.1533 1.9098 -0.1908
H -2.9783 0.8813 0.4381
O -1.8099 -0.8750 -0.6601
C -1.7035 -0.4953 -1.8522
O -0.5868 -0.2108 -2.3508
C -2.9137 -0.3268 -2.6949
C -4.1844 -0.6218 -2.2045
C -5.2918 -0.4145 -3.0116
C -5.1378 0.0876 -4.2908
C -3.8638 0.3905 -4.7673
C -2.7465 0.1756 -3.9764
N -3.7042 0.9503 -6.0790
O -4.6889 1.0257 -6.7899
O -2.5866 1.3339 -6.3877
H -4.2913 -1.0081 -1.2011
H -6.2854 -0.6347 -2.6468
H -5.9874 0.2594 -4.9349
H -1.7538 0.3891 -4.3402

Results
- Multiplicity: 2
- DFT total energy: -166702.596 eV
- Total charge: +1

=====

No. 5
A 2-piece molecular cluster, C11H28ClN5O3P overall. Source: OMol25; level of theory: wB97M-V/def2-TZVPD.

Atoms and positions in Å:
C -0.8836 -0.3366 -3.4046
C -0.1975 -1.6137 -3.9164
Cl -1.1110 -2.1008 -5.4060
C -0.3111 -2.7173 -2.8522
C 1.0136 -3.3440 -2.4073
N 1.8695 -2.3811 -1.7041
N 3.2586 -2.6523 -1.9746
C 0.5846 -4.5360 -1.4803
O -0.0240 -5.4509 -2.0817
O 0.8310 -4.4600 -0.2685
H -1.0598 0.3623 -4.2196
H -0.2272 0.0619 -2.6292
H -1.8270 -0.6344 -2.9511
H 0.8423 -1.3827 -4.1405
H -0.9356 -3.5244 -3.2233
H -0.8094 -2.3189 -1.9643
H 1.5630 -3.7479 -3.2682
H 1.6891 -1.4293 -2.0168
H 3.4279 -2.6048 -2.9807
H 3.8004 -1.9312 -1.5171
O -0.6716 0.0571 0.1821
P -0.7371 0.9108 1.4088
N -0.8044 2.4784 0.6855
C -0.1353 3.6689 1.1562
C -1.9351 2.7303 -0.1964
N 0.8281 0.4855 2.0110
C 1.9413 1.3882 1.8467
C 1.1808 -0.9059 1.6785
N -1.3200 1.3824 2.9306
C -2.6889 1.8884 2.9986
C -0.6373 1.2961 4.2090
H -0.3548 3.9194 2.2059
H -0.4368 4.5286 0.5572
H 0.9448 3.5984 1.0328
H -2.8493 3.0011 0.3530
H -2.1517 1.8434 -0.7939
H -1.7120 3.5355 -0.8985
H 2.1720 1.5931 0.7894
H 2.8343 0.9537 2.3039
H 1.7777 2.3323 2.3706
H 1.4864 -1.0445 0.6391
H 0.3520 -1.5826 1.8692
H 2.0060 -1.2130 2.3279
H -2.7167 2.9806 2.9004
H -3.1664 1.6238 3.9423
H -3.3046 1.4627 2.2056
H -0.0544 2.2036 4.3973
H 0.0183 0.4347 4.2696
H -1.3594 1.1909 5.0241

Results
- DFT total energy: -47265.079 eV
- Total charge: -1

=====

No. 6
C28H33N6O3PSr as an isolated structure. Source: OMol25; level of theory: wB97M-V/def2-TZVPD.

Atoms and positions in Å:
Sr -0.0991 -0.1108 -0.0950
C -0.1396 -2.6469 -0.7564
C 0.4899 -2.1122 -1.9108
C 1.8123 -1.7739 -1.5697
C 2.0100 -2.1003 -0.2050
C 0.8024 -2.6397 0.2962
H -1.1286 -3.0836 -0.7110
H 0.0552 -2.0417 -2.8973
H 2.5642 -1.3890 -2.2453
H 2.9388 -2.0194 0.3438
H 0.6490 -3.0553 1.2797
N 3.7117 1.9990 -1.7084
C 3.1097 1.3468 -0.7084
N 1.8346 1.2130 -0.9896
C 1.7136 1.8218 -2.2039
N 2.8350 2.3086 -2.6830
C 0.4378 1.8839 -2.9512
C 0.2548 2.8092 -3.9694
N -0.8706 2.8616 -4.6740
C -1.8092 1.9792 -4.3535
C -1.6288 1.0602 -3.3352
N -0.5075 1.0091 -2.6259
H 4.6807 2.2401 -1.8136
H 3.6143 0.9921 0.1797
H 1.0392 3.5177 -4.2073
H -2.7333 2.0081 -4.9184
H -2.4045 0.3457 -3.0846
C 2.7059 1.6983 3.4342
C 2.3286 3.0343 3.4699
C 1.1654 3.4287 2.8403
C 0.3719 2.4900 2.1731
N 0.7577 1.1995 2.1281
C 1.8854 0.8273 2.7461
C -0.8915 2.8752 1.4683
C -1.5686 4.0240 1.8977
C -2.7297 4.4295 1.2585
C -3.1990 3.6836 0.1799
C -2.5081 2.5405 -0.2163
C -1.3356 2.0655 0.4021
H 3.6058 1.3442 3.9201
H 2.9427 3.7643 3.9825
H 0.8755 4.4696 2.8428
H 2.1337 -0.2300 2.6820
H -1.2151 4.5973 2.7508
H -3.2613 5.3123 1.5960
H -4.1041 3.9924 -0.3384
H -2.9323 1.9815 -1.0561
C -5.8541 -1.2243 0.3922
C -4.7304 -2.2257 0.5417
O -3.9898 -2.0045 1.7530
P -2.6607 -1.0656 1.6682
O -1.5201 -1.9891 2.3264
C -1.3543 -2.3291 3.7179
C -2.2782 -3.4563 4.1220
O -2.9065 -0.0810 2.9195
C -3.8076 1.0376 2.7798
C -4.9922 0.8522 3.6967
H -6.4286 -1.4300 -0.5147
H -5.4582 -0.2072 0.3246
H -6.5278 -1.2753 1.2491
H -4.0598 -2.1783 -0.3215
H -5.1177 -3.2395 0.5989
H -1.5172 -1.4410 4.3266
H -0.3120 -2.6264 3.8136
H -3.3219 -3.1602 4.0195
H -2.0880 -3.7172 5.1665
H -2.1066 -4.3403 3.5060
H -4.1219 1.1399 1.7403
H -3.2476 1.9333 3.0251
H -5.5515 -0.0474 3.4327
H -5.6574 1.7156 3.6235
H -4.6597 0.7566 4.7325

Results
- Energy above the lowest of the compared OMol25 structures with the same formula, charge and spin: 15.0 kcal per mole
- Total charge: 0

=====

No. 7
A 2-piece molecular cluster, C16H25N3O5S2 overall. Source: OMol25; level of theory: wB97M-V/def2-TZVPD.

Atoms and positions in Å:
N -2.5038 0.5856 2.4788
C -3.5784 0.1716 1.5580
O -4.6199 0.8898 1.5286
C -3.5170 -1.0666 0.5627
C -2.1001 -1.1880 -0.2261
O -2.3786 -0.9091 -1.6240
C -1.1949 -1.0344 -2.4203
O -1.2786 -0.6064 -3.5855
O -0.0779 -1.6641 -1.8481
C 1.1610 -1.2971 -2.5087
C 2.3328 -1.1866 -1.3906
C 2.7800 -2.6649 -0.9358
S 2.7387 -2.9469 0.9002
C 4.1435 -2.0240 1.7004
S 4.5802 -2.5881 3.2302
N 4.8037 -0.8712 1.0269
C 6.1940 -1.2156 0.6199
C 6.8099 0.0286 -0.1797
O 6.7976 1.2708 0.5579
C 5.5059 1.5320 1.1545
C 4.8784 0.2997 1.9562
H -2.8063 0.2991 3.4268
H -2.5211 1.6232 2.4550
H -3.8140 -2.0607 1.0525
H -4.3213 -0.8703 -0.2385
H -1.3028 -0.5259 0.2429
H -1.7794 -2.2816 -0.1090
H 1.4485 -2.0938 -3.2893
H 1.1437 -0.2892 -3.0346
H 2.0481 -0.4984 -0.5291
H 3.2187 -0.7011 -1.9377
H 3.8403 -2.8311 -1.3088
H 2.0185 -3.4005 -1.3856
H 6.2329 -2.1140 -0.1036
H 6.8457 -1.5240 1.5225
H 6.2921 0.0738 -1.1943
H 7.9097 -0.2394 -0.3964
H 5.6640 2.3771 1.9223
H 4.7184 1.9080 0.4151
H 3.8296 0.5418 2.3313
H 5.5094 0.0859 2.8972
C -8.6457 3.4042 -0.5953
C -7.6225 3.4794 -1.5718
C -6.5512 2.7614 -1.0975
N -6.8884 2.2600 0.1302
C -8.1648 2.6422 0.4421
H -9.6253 3.8559 -0.6457
H -7.6646 4.0001 -2.5170
H -5.5803 2.5659 -1.5267
H -6.2886 1.6955 0.7139
H -8.6197 2.3412 1.3735

Results
- Structure (SMILES): NC(=O)CCOC(=O)OCCCSC(=S)N1CCOCC1.c1cc[nH]c1
- Energy above the lowest of the compared OMol25 structures with the same formula, charge and spin: 111.1 kcal per mole
- Total charge: 0

=====

No. 8
C2H5O3P as an isolated structure. Source: OMol25; level of theory: wB97M-V/def2-TZVPD.

Atoms and positions in Å:
C 0.1458 -0.0888 -0.0742
C -1.6119 1.5219 -0.3028
O -0.1067 -1.1356 0.4327
O -0.1880 1.1375 -0.3018
O 2.4236 -0.6008 -0.4167
P 2.0137 -1.9739 -0.0220
H -2.1017 0.6592 -0.7857
H -1.6979 2.5508 -0.7517
H -2.1098 1.5635 0.7199
H 3.1876 -2.7022 0.0900
H 1.4539 -2.6440 -1.2801

Results
- Energy above the lowest of the compared OMol25 structures with the same formula, charge and spin: 133.7 kcal per mole
- Total charge: 0

=====

No. 9
C53H61ClN2O5P3Si2Y as an isolated structure. Source: OMol25; level of theory: wB97M-V/def2-TZVPD.

Atoms and positions in Å:
Y 1.0449 0.0443 0.7099
C -3.0856 4.2243 -0.4853
Si -1.2614 4.6238 -0.1661
C -1.1358 5.0930 1.6581
C -0.9647 6.2385 -1.1282
N -0.3562 3.2624 -0.5363
P 0.9238 2.7955 -1.3295
C 1.4015 1.1661 -1.3999
P 0.4657 0.0106 -2.1950
N -0.4124 -0.8797 -1.1762
Si -1.2492 -2.3487 -1.3013
C -2.4060 -2.4574 0.1714
C -0.0970 -3.8433 -1.2672
C -2.3647 -2.5468 -2.8121
C -0.5865 0.5629 -3.5945
C -1.9471 0.7505 -3.3790
C -2.7781 1.1594 -4.4138
C -2.2502 1.3875 -5.6760
C -0.8870 1.2281 -5.8936
C -0.0607 0.8251 -4.8574
C 1.6602 -1.0705 -3.1127
C 3.0266 -0.9040 -2.9221
C 3.9389 -1.7162 -3.5845
C 3.4975 -2.6989 -4.4580
C 2.1335 -2.8724 -4.6623
C 1.2291 -2.0638 -3.9907
C 2.4346 3.7021 -0.7858
C 2.4224 5.0945 -0.7473
C 3.5497 5.8127 -0.3812
C 4.7153 5.1387 -0.0361
C 4.7338 3.7525 -0.0559
C 3.6024 3.0399 -0.4328
C 0.7569 3.5300 -3.0332
C -0.4918 3.8479 -3.5533
C -0.6235 4.3969 -4.8215
C 0.5004 4.6291 -5.6002
C 1.7558 4.3025 -5.1006
C 1.8779 3.7593 -3.8301
H -3.7467 4.9145 0.0487
H -3.3159 3.2068 -0.1616
H -3.3215 4.2947 -1.5515
H -1.9297 4.6191 2.2433
H -1.2327 6.1741 1.7941
H -0.1822 4.7814 2.0895
H -1.9322 6.7142 -1.3164
H -0.4795 6.0873 -2.0934
H -0.3559 6.9400 -0.5522
H -1.8621 -2.2519 1.0956
H -2.8755 -3.4408 0.2694
H -3.1923 -1.7032 0.0793
H -0.5101 -4.6438 -0.6474
H 0.8692 -3.5442 -0.8541
H 0.0825 -4.2483 -2.2661
H -3.2503 -1.9131 -2.7272
H -2.6968 -3.5888 -2.8630
H -1.8862 -2.2973 -3.7595
H -2.3474 0.5666 -2.3884
H -3.8377 1.2979 -4.2327
H -2.8961 1.7034 -6.4872
H -0.4644 1.4342 -6.8697
H 1.0028 0.7073 -5.0290
H 3.3524 -0.1262 -2.2399
H 4.9997 -1.5769 -3.4129
H 4.2105 -3.3270 -4.9798
H 1.7760 -3.6366 -5.3428
H 0.1691 -2.2076 -4.1606
H 1.5178 5.6291 -1.0107
H 3.5172 6.8960 -0.3574
H 5.6003 5.6935 0.2537
H 5.6305 3.2155 0.2299
H 3.6132 1.9574 -0.4479
H -1.3693 3.6737 -2.9422
H -1.6091 4.6383 -5.2024
H 0.4010 5.0548 -6.5924
H 2.6425 4.4784 -5.6993
H 2.8599 3.5111 -3.4427
O 1.5187 3.4069 3.4562
C 1.0289 2.4376 2.8913
O 1.5522 1.8023 1.9040
C -0.3543 1.9477 3.3621
C -1.3466 1.7640 2.2080
C -2.7803 1.7486 2.7397
C -2.8510 0.3504 3.4058
C -1.4425 -0.1797 3.1425
O -1.1652 0.3682 1.8309
C -0.4124 0.5288 4.0294
C 0.8976 -0.2657 4.0417
O 1.4966 -0.3917 5.1108
O 1.2247 -0.7950 2.9263
H -0.7112 2.7108 4.0537
H -1.1578 2.3866 1.3388
H -3.4941 1.8326 1.9202
H -2.9568 2.5679 3.4366
H -3.5939 -0.2827 2.9186
H -3.0699 0.3886 4.4737
H -1.3407 -1.2631 3.1128
H -0.7507 0.6060 5.0632
C 1.3763 -5.1005 1.9724
P 0.1377 -3.9334 2.6822
C -1.3976 -4.9371 2.5831
C -2.5194 -4.4941 3.2894
C -3.7393 -5.1368 3.1761
C -3.8742 -6.2341 2.3324
C -2.7773 -6.6739 1.6101
C -1.5506 -6.0309 1.7367
C 0.5954 -4.1785 4.4502
C 1.6857 -3.4295 4.8911
C 2.1713 -3.5850 6.1804
C 1.5752 -4.4883 7.0480
C 0.4806 -5.2297 6.6217
C -0.0064 -5.0745 5.3313
H 1.3515 -5.0779 0.8837
H 1.2250 -6.1192 2.3362
H 2.3582 -4.7512 2.2921
H -2.4317 -3.6277 3.9369
H -4.5916 -4.7737 3.7372
H -4.8298 -6.7342 2.2348
H -2.8713 -7.5201 0.9401
H -0.7090 -6.3858 1.1563
H 2.1192 -2.6789 4.2400
H 2.9959 -2.9668 6.5096
H 1.9516 -4.6050 8.0574
H -0.0001 -5.9304 7.2947
H -0.8589 -5.6638 5.0146
Cl 3.9840 -0.5436 0.7850
C 2.6067 -1.7336 0.3818
H 2.6710 -2.4748 1.1837
H 2.9164 -2.2158 -0.5485

Results
- Energy above the lowest of the compared OMol25 structures with the same formula, charge and spin: 17.0 kcal per mole
- Total charge: -2

=====

No. 10
A 2-piece molecular cluster, C2H9N3O2 overall. Source: OMol25; level of theory: wB97M-V/def2-TZVPD.

Atoms and positions in Å:
N -2.3821 -0.0290 -0.1475
C -1.1011 0.2670 -0.6996
C -0.0072 -0.5579 -0.2685
O -0.2913 -1.4965 0.6878
O 0.8571 -1.0291 -1.2461
H -3.1421 0.1988 -0.7870
H -2.5607 0.4543 0.7257
H -1.1052 0.5566 -1.7498
H -1.2741 -1.4210 0.7907
H 1.2446 -1.8418 -0.8858
N 0.9860 0.8989 0.8131
N 2.3962 0.7320 0.6584
H 0.6807 0.7390 1.7746
H 0.4087 1.4382 0.0685
H 2.5689 -0.2352 0.3721
H 2.7215 1.3257 -0.1066

Results
- Structure (SMILES): NC=C(O)O.NN
- Energy above the lowest of the compared OMol25 structures with the same formula, charge and spin: 113.6 kcal per mole
- Total charge: 0

=====

No. 11
One molecule with the formula C4H4N2O2. Source: OMol25; level of theory: wB97M-V/def2-TZVPD.

Atoms and positions in Å:
H 2.5246 0.7089 0.4993
N 1.6560 0.7923 1.0374
C 0.7376 0.4249 0.3094
C 0.6462 0.0494 -1.1406
C -0.5412 -0.3909 -1.5431
C -1.4780 -0.4518 -0.2021
O -2.5882 -0.8223 0.0442
N -0.5141 0.0924 0.6962
O -0.8213 0.3666 2.0375
H 1.5377 -0.1484 -1.7328
H -0.7302 -0.3318 -2.6225
H -0.4290 -0.2892 2.6172

Results
- Structure (SMILES): [H]/N=C1\C=CC(=O)N1O
- Energy above the lowest of the compared OMol25 structures with the same formula, charge and spin: 85.4 kcal per mole
- Total charge: 0